--- A ---
15
Properties=species:S:1:pos:R:3 method="wB97M-V/def2-TZVPD" smiles="CN(C)C(=O)NO" orbital_gap_ev=9.18 charge=0 e_homo_ev=-8.4
H -3.11429 0.54723 -0.14826
H 1.63716 0.15588 -1.50301
N 0.42675 -0.17723 0.16092
C 1.03768 -1.62403 0.45831
H 0.38401 -2.17755 1.13316
H 0.75709 1.59221 -0.96031
H 2.01772 -1.44141 0.90138
C -0.91373 -0.15834 0.24333
N -1.41106 1.28513 0.13952
O -1.73524 -1.04810 0.34724
H 1.13644 -2.15008 -0.49272
O -2.77707 1.46791 -0.17449
C 1.28411 0.69840 -0.62164
H 2.14015 0.97979 -0.00391
H -0.86973 2.05019 0.52047


--- B ---
15
Properties=species:S:1:pos:R:3 method="wB97M-V/def2-TZVPD" smiles="NC(=O)CNCO" orbital_gap_ev=10.12 charge=0 e_homo_ev=-9.5
O 0.50925 -1.52733 1.32008
N 1.27103 0.72125 -0.23883
H -0.65740 0.36232 -2.43055
H 0.51311 1.24911 1.61751
N -1.58213 -0.71199 1.53114
C 1.01921 -0.16051 -1.34648
C -0.28288 -0.63468 1.11863
H -1.90581 -1.59796 1.90181
O -0.34247 -0.25721 -1.76375
C 0.15722 0.76331 0.72490
H -2.30974 -0.14187 1.13224
H 1.24909 -1.18032 -1.06447
H -0.65315 1.34184 0.27762
H 1.65260 0.10404 -2.19282
H 1.36209 1.67001 -0.58702


--- C ---
15
Properties=species:S:1:pos:R:3 method="wB97M-V/def2-TZVPD" smiles="NC[C@H](N)OC=O" orbital_gap_ev=10.18 charge=0 e_homo_ev=-9.3
H 1.36310 -1.45691 0.80399
H -0.36173 0.05735 -1.27021
H 1.77950 -1.33972 -0.77230
H -0.54358 2.31651 0.57470
H 1.82707 1.04985 -0.64039
H -2.23766 -1.19013 1.02332
O -0.94856 -0.28212 0.68601
H 1.40856 0.90767 1.07239
C 1.28096 0.44743 0.08824
N 1.85737 -0.88233 0.12982
N -0.66089 1.86678 -0.32632
O -1.32380 -2.27427 -0.72612
H -1.63620 1.93178 -0.59242
C -1.59115 -1.66058 0.22749
C -0.21300 0.50868 -0.27820


Consider the structures shown above. The least stable of them is A.